(1)
{"formula": "C19H46NO10S", "method": "ωB97M-V with the def2-TZVPD basis set", "species": ["O", "S", "O", "O", "C", "C", "C", "C", "N", "C", "H", "H", "H", "H", "C", "C", "O", "H", "H", "H", "H", "H", "H", "C", "C", "O", "H", "H", "H", "H", "H", "H", "C", "C", "O", "H", "H", "H", "H", "H", "H", "C", "C", "O", "H", "H", "H", "H", "H", "H", "C", "C", "O", "H", "H", "H", "H", "H", "H", "C", "C", "O", "H", "H", "H", "H", "H", "H", "C", "C", "O", "H", "H", "H", "H", "H", "H"], "coordinates": [[-1.29602, 2.42049, -1.53947], [-0.64634, 2.15031, -0.26548], [-0.47118, 0.73824, 0.03710], [-1.18606, 2.92623, 0.84346], [1.02180, 2.74796, -0.50570], [1.27156, 3.82161, -1.34509], [2.59151, 4.23152, -1.50630], [3.59919, 3.55026, -0.83803], [3.36805, 2.52441, -0.01666], [2.09814, 2.14261, 0.13532], [0.45349, 4.31131, -1.85842], [2.84126, 5.06581, -2.15242], [4.63339, 3.86103, -0.96309], [1.90816, 1.30614, 0.79857], [-4.19219, 1.24100, -2.52096], [-4.71110, 2.55674, -1.98570], [-5.58994, 3.21288, -2.91214], [-3.65294, 1.39436, -3.45602], [-3.51217, 0.78250, -1.80346], [-5.01792, 0.54797, -2.72197], [-3.88165, 3.23756, -1.80794], [-5.23630, 2.40039, -1.03709], [-6.32879, 2.61866, -3.07250], [4.52145, -1.52576, -0.36951], [4.64301, -0.96750, 1.03617], [3.39109, -0.54470, 1.54885], [4.08441, -0.77686, -1.03009], [5.49777, -1.81797, -0.76203], [3.87042, -2.40325, -0.38098], [5.27654, -0.08082, 1.03933], [5.09368, -1.71543, 1.70210], [2.79660, -1.30397, 1.56848], [4.48020, 3.60639, 4.00697], [4.76240, 4.92401, 3.30660], [4.72216, 4.79426, 1.89520], [5.19686, 2.84892, 3.68844], [4.54080, 3.71763, 5.09186], [3.48257, 3.24219, 3.75372], [5.76534, 5.27882, 3.54738], [4.04793, 5.68792, 3.63689], [3.84481, 4.48085, 1.64559], [-2.14788, -2.33436, -2.23440], [-3.36539, -2.98285, -2.85766], [-4.05597, -3.83919, -1.94305], [-1.45322, -3.09189, -1.87037], [-1.62953, -1.70046, -2.95393], [-2.43744, -1.71143, -1.38551], [-3.08220, -3.61378, -3.69946], [-4.05367, -2.21519, -3.22855], [-4.32178, -3.30051, -1.19104], [-3.23399, -6.27817, -6.87730], [-2.24449, -6.75537, -5.82967], [-2.12419, -5.84421, -4.74722], [-2.93785, -5.30084, -7.25906], [-3.29048, -6.97888, -7.71221], [-4.23312, -6.17905, -6.44676], [-1.24641, -6.84012, -6.25860], [-2.53516, -7.74463, -5.45721], [-2.98854, -5.75542, -4.33085], [4.18259, -1.56571, 4.93775], [2.70759, -1.71250, 4.61922], [2.43729, -2.90691, 3.88592], [4.76576, -1.56820, 4.01736], [4.37639, -0.63294, 5.46936], [4.53018, -2.39473, 5.56148], [2.37710, -0.89125, 3.98715], [2.11389, -1.69590, 5.54006], [2.71275, -3.65508, 4.42372], [-4.15286, 1.85860, 4.03917], [-4.06270, 0.73085, 3.02657], [-4.50972, 1.12696, 1.73918], [-5.17942, 2.22196, 4.11365], [-3.82505, 1.52653, 5.02651], [-3.52058, 2.69394, 3.73185], [-4.70152, -0.10229, 3.32427], [-3.03287, 0.36430, 2.96380], [-3.91952, 1.83397, 1.44483]], "forces_ev_per_angstrom": [[-0.1, 0.1, -0.1], [-0.1, -0.3, 0.0], [-0.1, 0.0, 0.0], [0.0, 0.1, 0.1], [0.1, 0.2, -0.1], [0.3, 0.0, 0.1], [-0.1, 0.0, -0.1], [-0.2, 0.1, -0.1], [0.0, 0.0, -0.1], [-0.2, -0.1, 0.1], [0.0, -0.1, 0.0], [0.0, 0.0, 0.0], [0.0, -0.1, 0.1], [0.1, 0.0, -0.1], [-0.1, -0.1, -0.1], [-0.1, 0.0, 0.0], [0.0, 0.0, 0.0], [0.1, 0.0, 0.0], [0.0, 0.0, 0.0], [0.0, 0.0, 0.1], [0.0, 0.0, 0.0], [0.1, 0.0, 0.0], [0.0, 0.0, 0.0], [-0.1, 0.0, 0.0], [-0.1, 0.0, -0.1], [0.0, -0.1, 0.2], [0.0, 0.0, 0.0], [0.0, 0.0, 0.0], [0.0, 0.0, 0.0], [0.0, 0.0, 0.0], [0.0, 0.0, 0.0], [0.0, 0.0, 0.0], [0.0, 0.0, 0.0], [-0.1, -0.1, -0.1], [0.0, 0.2, 0.1], [0.0, 0.0, 0.0], [0.0, 0.0, 0.0], [0.0, 0.0, 0.0], [0.0, 0.0, 0.0], [0.0, 0.0, 0.1], [0.1, -0.1, -0.1], [0.0, -0.1, 0.1], [0.0, 0.1, 0.1], [0.0, 0.0, -0.1], [0.0, 0.0, 0.0], [0.0, 0.0, 0.0], [0.1, 0.1, 0.0], [0.0, 0.0, 0.0], [0.0, 0.0, -0.1], [0.0, 0.0, 0.0], [0.0, 0.1, 0.0], [-0.1, 0.0, 0.1], [0.0, 0.0, -0.1], [0.0, 0.0, 0.0], [0.0, 0.0, 0.0], [0.0, 0.0, 0.0], [0.0, 0.0, 0.0], [0.0, 0.0, 0.0], [0.0, 0.0, 0.1], [0.0, -0.1, 0.0], [0.0, 0.0, 0.1], [0.0, 0.1, 0.0], [0.0, 0.1, 0.0], [0.0, 0.0, 0.0], [0.0, 0.0, 0.0], [0.0, 0.0, 0.0], [0.0, 0.0, 0.0], [0.0, 0.0, 0.0], [-0.1, 0.1, 0.0], [0.1, 0.0, -0.1], [0.0, 0.2, 0.1], [0.0, 0.0, 0.0], [0.0, 0.0, 0.0], [0.0, 0.0, 0.0], [0.0, 0.0, 0.0], [0.0, 0.0, 0.0], [0.1, -0.1, -0.2]], "mulliken_charge": [-0.691, 1.525, -0.656, -0.744, -0.043, -0.533, -0.250, -0.608, -0.202, -0.422, 0.452, 0.405, 0.306, 0.512, -0.707, -0.191, -0.568, 0.268, 0.071, 0.426, 0.195, 0.199, 0.304, -1.131, -0.233, -0.417, 0.229, 0.375, 0.351, 0.261, 0.231, 0.264, -0.951, -0.276, -0.468, 0.235, 0.374, 0.292, 0.278, 0.254, 0.233, -0.895, 0.036, -0.534, 0.319, 0.297, 0.181, 0.155, 0.157, 0.313, -1.021, -0.264, -0.477, 0.265, 0.351, 0.321, 0.275, 0.276, 0.257, -0.820, -0.124, -0.517, 0.113, 0.276, 0.369, 0.118, 0.347, 0.282, -1.009, -0.225, -0.499, 0.261, 0.344, 0.302, 0.291, 0.242, 0.286], "charge": -1}

(2)
{"formula": "C5H8Cl2", "method": "ωB97M-V with the def2-TZVPD basis set", "species": ["C", "C", "Cl", "C", "C", "C", "Cl", "H", "H", "H", "H", "H", "H", "H", "H"], "coordinates": [[1.93832, 1.04207, -0.34998], [1.25957, -0.26911, -0.60717], [2.41838, -1.59576, -0.14022], [0.08617, -0.47165, 0.23229], [-1.12217, 0.13378, 0.21861], [-2.35111, -0.42301, 0.73378], [-3.39451, -0.89554, -0.68481], [2.60582, 1.23486, -1.23512], [2.53618, 1.02345, 0.55405], [1.18641, 1.89125, -0.45565], [1.01694, -0.39606, -1.68491], [0.14185, -1.39948, 0.86175], [-1.13441, 1.19190, -0.08097], [-3.02791, 0.26734, 1.22738], [-2.15951, -1.33403, 1.41098]], "forces_ev_per_angstrom": [[0.2, 1.7, -2.4], [0.8, 0.1, -0.1], [0.1, 0.1, -0.5], [-3.0, -2.1, 1.5], [2.8, 1.6, -0.1], [-0.9, -1.7, 1.4], [0.2, -0.3, 0.1], [-0.2, -0.1, 1.0], [-0.3, 0.3, 0.2], [0.8, -1.0, 0.7], [0.2, -0.1, 0.8], [-0.3, 0.6, -0.9], [-0.4, -0.5, -0.7], [0.4, 0.1, 0.3], [-0.5, 1.3, -1.2]], "mulliken_charge": [-1.096, 0.405, -0.231, -0.498, -0.191, -0.479, -0.205, 0.320, 0.328, 0.279, 0.338, 0.230, 0.215, 0.298, 0.287], "e_above_lowest_kcal_mol": 30.8, "smiles": "C[C@@H](Cl)/C=C/CCl", "charge": 0}

(3)
{"formula": "C29H56O17S7Y2", "method": "ωB97M-V with the def2-TZVPD basis set", "species": ["Y", "Y", "C", "O", "O", "O", "C", "C", "C", "S", "O", "O", "C", "H", "H", "H", "H", "H", "H", "H", "H", "C", "C", "C", "S", "O", "O", "C", "H", "H", "H", "H", "H", "H", "H", "H", "C", "C", "C", "S", "O", "O", "C", "H", "H", "H", "H", "H", "H", "H", "H", "C", "C", "C", "S", "O", "O", "C", "H", "H", "H", "H", "H", "H", "H", "H", "C", "C", "C", "S", "O", "O", "C", "H", "H", "H", "H", "H", "H", "H", "H", "C", "C", "C", "S", "O", "O", "C", "H", "H", "H", "H", "H", "H", "H", "H", "C", "C", "C", "S", "O", "O", "C", "H", "H", "H", "H", "H", "H", "H", "H"], "coordinates": [[2.72089, -21.30526, 0.30689], [-0.07233, -22.19633, -4.87697], [1.14914, -21.61968, -2.64882], [1.85594, -21.47035, -1.61979], [0.78088, -22.78485, -3.05015], [0.61172, -20.65730, -3.33825], [-4.06533, -25.05815, -7.22638], [-4.98658, -23.88141, -6.71966], [-4.32984, -23.15296, -5.48623], [-2.66250, -23.57077, -5.63712], [-1.89504, -23.63122, -4.39597], [-2.00318, -22.78391, -6.71691], [-2.87772, -25.22285, -6.25283], [-3.83105, -24.82201, -8.23846], [-4.61151, -26.01253, -7.23957], [-6.06876, -24.03958, -6.52644], [-5.07739, -23.16208, -7.51339], [-4.50368, -23.70258, -4.54988], [-4.50083, -22.05882, -5.35126], [-3.10062, -25.92978, -5.45999], [-1.96715, -25.48929, -6.72103], [6.34723, -26.41193, -0.14525], [4.89539, -26.90740, -0.31696], [4.03899, -25.66273, 0.16095], [4.81383, -24.30842, -0.65427], [4.60152, -23.12941, 0.21827], [4.25464, -24.12105, -1.94455], [6.48730, -24.99823, -0.78283], [7.10294, -27.08682, -0.56858], [6.59525, -26.31253, 0.93560], [4.62841, -27.83483, 0.27934], [4.70591, -27.06634, -1.35290], [3.98458, -25.56655, 1.25831], [3.05847, -25.72668, -0.23870], [7.27370, -24.35075, -0.26579], [6.60789, -25.15141, -1.85565], [1.75010, -25.44539, -8.97913], [2.17960, -26.53046, -7.93896], [2.56068, -25.76038, -6.61567], [1.33260, -24.48455, -6.58176], [1.83870, -23.20617, -6.05130], [0.19521, -24.80740, -5.71319], [1.00452, -24.33963, -8.38543], [1.19054, -25.93285, -9.73770], [2.59429, -25.02755, -9.54905], [3.02728, -27.00897, -8.35149], [1.36430, -27.28201, -7.78801], [3.48060, -25.30707, -6.62012], [2.42096, -26.39213, -5.75411], [1.41463, -23.36518, -8.60271], [-0.07900, -24.43193, -8.25519], [-1.75690, -18.58086, 3.23447], [-1.32227, -17.45119, 2.24285], [0.16181, -17.61573, 1.89384], [0.47051, -19.40538, 2.13641], [1.38535, -19.55199, 3.27771], [0.88668, -20.15933, 0.89327], [-1.15175, -19.85991, 2.67517], [-2.83137, -18.76315, 3.31313], [-1.34401, -18.48103, 4.27672], [-1.60634, -16.42263, 2.55820], [-1.88702, -17.68914, 1.29956], [0.86231, -17.17196, 2.63125], [0.45807, -17.26635, 0.88604], [-0.96469, -20.64134, 3.43160], [-1.78345, -20.41534, 1.92983], [7.08853, -19.88104, 1.46134], [6.27821, -20.11213, 2.77424], [5.18893, -19.00198, 2.85137], [4.87788, -18.70570, 1.13400], [4.06300, -17.59422, 0.73048], [4.31793, -20.02031, 0.56463], [6.56576, -18.67935, 0.69575], [7.12423, -20.80764, 0.93103], [8.07307, -19.59342, 1.76144], [7.00182, -20.24132, 3.64603], [5.68087, -21.02657, 2.66925], [5.44121, -18.04719, 3.28493], [4.29086, -19.37437, 3.37312], [6.98318, -17.71383, 1.02251], [6.67656, -18.68866, -0.41568], [-1.73834, -17.75446, -7.91592], [-2.96743, -18.66341, -8.18397], [-2.43491, -20.08837, -7.86137], [-1.38266, -19.86196, -6.38498], [-0.02530, -20.43626, -6.59578], [-1.87788, -20.43799, -5.10758], [-1.40620, -18.10143, -6.45215], [-1.99616, -16.69323, -7.91772], [-0.88698, -17.98456, -8.61158], [-3.18548, -18.70454, -9.22203], [-3.82184, -18.27879, -7.60468], [-1.69597, -20.43172, -8.63380], [-3.20004, -20.84395, -7.59054], [-0.49110, -17.81077, -6.01198], [-2.24053, -17.87663, -5.80343], [3.62287, -23.96487, 5.29133], [2.52150, -23.11655, 5.83007], [1.74055, -22.38452, 4.70599], [2.52566, -22.81716, 3.22623], [3.59418, -21.92761, 2.78560], [1.61793, -23.03296, 2.09621], [3.32776, -24.29359, 3.83068], [3.64172, -24.81184, 5.98113], [4.50911, -23.33914, 5.26245], [2.92979, -22.35757, 6.51858], [1.78048, -23.60139, 6.48680], [1.95711, -21.31058, 4.70033], [0.67687, -22.67078, 4.59056], [4.21911, -24.56647, 3.25844], [2.56518, -25.06257, 3.73766]], "forces_ev_per_angstrom": [[-0.4, -2.4, 0.3], [-0.1, 0.4, -0.9], [-2.4, 0.5, -1.3], [1.0, 0.4, 1.0], [1.0, -1.3, 1.0], [1.1, -0.2, 0.4], [-1.4, -0.4, 1.3], [-0.4, 0.8, 0.4], [-0.7, -0.3, 0.2], [1.0, -0.9, -2.1], [0.0, 1.1, 0.6], [0.0, -0.6, 1.3], [-1.4, 0.7, -0.5], [0.7, 0.0, -0.6], [0.1, 0.4, 0.0], [0.9, -0.7, 0.3], [0.4, 0.5, -0.4], [-0.7, 0.3, 0.0], [0.2, -0.9, -0.2], [0.0, 0.2, 0.3], [0.9, -0.3, -0.4], [0.5, 0.1, 1.1], [-0.1, 0.7, 1.9], [0.9, -1.8, 0.0], [-0.5, 0.4, 1.3], [0.2, 0.5, 0.2], [-0.3, -0.2, -1.5], [0.3, 0.0, 0.9], [-0.3, 0.2, 0.0], [-0.2, -0.2, -0.6], [0.5, 1.2, -0.8], [-0.3, -0.3, -0.8], [0.4, 0.1, -0.6], [-1.1, 0.1, -0.3], [-1.1, -0.8, -1.0], [0.3, 0.6, 0.0], [1.3, -1.3, -1.0], [-0.8, 1.3, 0.4], [-3.0, -1.9, -1.1], [0.6, 0.8, 1.3], [0.3, 0.8, -0.4], [-0.4, -0.6, -1.1], [-0.9, 0.4, 2.9], [-0.7, -0.5, -0.7], [0.1, -0.3, 0.6], [0.9, -0.8, -0.1], [0.7, 0.7, 0.1], [2.3, 1.1, -0.2], [0.0, 0.0, 0.5], [-0.5, 0.4, -0.3], [-0.1, 0.3, -1.1], [0.9, 0.0, 0.8], [-1.3, -0.5, -0.7], [0.7, 0.1, 0.2], [0.8, 0.2, 0.5], [-0.6, -0.1, -1.4], [-0.2, 0.9, 1.0], [-0.6, -2.0, -0.2], [0.1, 0.6, -0.1], [-0.5, 0.4, -1.0], [0.4, -0.8, -0.1], [0.4, 0.5, 0.7], [-0.5, -0.2, -0.3], [-0.3, -0.4, 0.5], [0.0, 0.4, 0.0], [0.8, 1.0, 0.1], [0.5, 0.4, 1.1], [0.0, -0.1, 0.3], [-0.4, -1.0, 0.8], [-1.2, 0.0, -0.9], [0.4, -0.3, 0.6], [1.4, 1.7, 0.7], [0.0, 0.1, -1.5], [0.1, -0.3, -0.7], [0.8, -0.2, 0.0], [-1.4, 0.6, -0.9], [0.5, 0.1, 0.2], [0.4, 0.4, 0.1], [0.2, 0.3, -0.4], [-0.3, -0.3, 0.2], [-0.2, -0.2, 0.8], [0.1, -0.3, 0.4], [1.4, -0.2, 0.4], [-0.3, -0.1, 0.7], [0.4, -1.1, 0.0], [-0.5, 0.2, -0.2], [-0.3, 0.4, -0.7], [-0.3, -0.7, -0.3], [0.1, -0.1, -0.4], [-0.8, 0.4, 0.7], [-0.6, 0.3, -0.9], [0.2, -0.7, -0.2], [-0.9, 0.1, 0.6], [0.6, 0.4, -0.5], [1.0, 0.8, 0.3], [-0.3, 0.5, 0.3], [0.1, -0.1, -0.3], [-1.8, 1.9, 1.4], [0.1, 0.5, 0.3], [1.3, -1.7, -1.4], [0.0, 1.2, 0.1], [-0.3, 0.2, -0.3], [-0.5, -0.7, 0.2], [0.9, -0.2, -0.6], [0.5, -0.5, 0.5], [0.0, -0.2, -0.4], [0.3, -0.4, -0.6], [-0.8, 0.0, 0.4], [0.6, 0.4, 0.2], [-0.3, 0.3, -0.1], [-0.1, -0.3, 0.0]], "mulliken_charge": [2.643, 1.179, 0.843, -0.821, -0.663, -0.598, -0.686, -0.607, -0.858, 1.680, -0.843, -0.688, -0.499, 0.301, 0.389, 0.434, 0.301, 0.528, 0.352, 0.541, 0.083, -0.598, -0.702, -0.423, 0.838, -0.454, -0.701, -0.720, 0.406, 0.281, 0.355, 0.344, 0.037, 0.494, 0.345, 0.424, -0.832, -0.603, -0.943, 1.760, -0.964, -0.696, -0.378, 0.406, 0.328, 0.389, 0.332, 0.515, 0.426, 0.429, 0.212, -0.608, -0.556, -0.816, 1.219, -0.724, -0.577, -0.694, 0.393, 0.298, 0.378, 0.272, 0.412, 0.410, 0.275, 0.419, -0.781, 0.070, -0.468, 0.926, -0.720, -0.779, -0.622, 0.302, 0.423, 0.504, -0.369, 0.529, 0.102, 0.417, 0.425, -0.555, -0.665, -0.406, 1.445, -0.845, -0.730, -0.943, 0.398, 0.287, 0.386, 0.333, 0.414, 0.063, 0.550, 0.454, -0.774, -0.895, -0.457, 1.784, -0.486, -0.886, -0.852, 0.378, 0.314, 0.372, 0.371, 0.289, 0.424, 0.298, 0.557], "charge": 4}

Number 1: lowest unoccupied orbital energy 2.48 eV, HOMO-LUMO gap 8.23 eV. Number 2: lowest unoccupied orbital energy 0.56 eV, HOMO-LUMO gap 10.26 eV. Number 3: lowest unoccupied orbital energy -7.39 eV, HOMO-LUMO gap 11.16 eV.